# 1
Formula: C4H9NO
Source: the OMol25 dataset
Level of theory: the ωB97M-V functional and the def2-TZVPD basis

Each atom is followed by the atoms it is bonded to, with distances in Å.
Geometry (Å):
1 C -1.64 0.70 0.45  C2 1.539, H7 1.098, H8 1.093, H9 1.097
2 C -1.00 -0.58 1.02  C1 1.539, C3 1.516, H10 1.094, H11 1.098
3 C 0.48 -0.48 0.70  C2 1.516, O4 1.218, N5 1.374
4 O 1.31 -0.13 1.52  C3 1.218
5 N 0.76 -0.66 -0.63  C3 1.374, C6 1.448, H12 1.010
6 C 1.82 0.11 -1.24  N5 1.448, H13 1.099, H14 1.090, H15 1.092
7 H -1.53 0.74 -0.65  C1 1.098
8 H -2.71 0.76 0.67  C1 1.093
9 H -1.14 1.58 0.85  C1 1.097
10 H -1.13 -0.64 2.10  C2 1.094
11 H -1.45 -1.47 0.56  C2 1.098
12 H -0.04 -0.88 -1.22  N5 1.010
13 H 1.42 1.01 -1.72  C6 1.099
14 H 2.50 0.41 -0.44  C6 1.090
15 H 2.37 -0.48 -1.98  C6 1.092

Energy: -287.815529 a.u.
LUMO: 0.90 eV
Kohn-Sham gap: 0.385 Eh
SMILES: CCC(=O)NC

Here are the Mulliken charges for atoms 1 to 6, given in e: C -0.983; C -0.526; C 0.620; O -0.614; N -0.264; C -0.864

# 2
Formula: C4H9NO
Source: the OMol25 dataset
Level of theory: the ωB97M-V functional and the def2-TZVPD basis

Each atom is followed by the atoms it is bonded to, with distances in Å.
Geometry (Å):
1 C 1.26 0.41 1.06  C2 1.529, H7 1.095, H8 1.094, H9 1.100
2 C 0.57 0.72 -0.28  C1 1.529, C3 1.555, H10 1.101, H11 1.090
3 C -0.98 0.63 -0.21  C2 1.555, N4 1.474, H12 1.091, H13 1.096
4 N -1.49 -0.75 -0.14  C3 1.474, C5 1.387, H14 1.014
5 C -0.66 -1.52 -0.93  N4 1.387, O6 1.207, H15 1.104
6 O -0.51 -1.33 -2.12  C5 1.207
7 H 2.32 0.68 1.03  C1 1.095
8 H 0.78 0.99 1.85  C1 1.094
9 H 1.21 -0.65 1.34  C1 1.100
10 H 1.04 0.09 -1.06  C2 1.101
11 H 0.78 1.74 -0.60  C2 1.090
12 H -1.43 1.10 -1.09  C3 1.091
13 H -1.32 1.16 0.68  C3 1.096
14 H -1.55 -1.10 0.81  N4 1.014
15 H -0.02 -2.20 -0.35  C5 1.104

Energy: -287.784903 a.u.
LUMO: 0.89 eV
Kohn-Sham gap: 0.391 Eh
SMILES: CCCNC=O

Here are the Mulliken charges for atoms 1 to 6, given in e: C -1.116; C -0.334; C -0.748; N -0.329; C 0.068; O -0.488

# 3
Formula: C4H9NO
Source: the OMol25 dataset
Level of theory: the ωB97M-V functional and the def2-TZVPD basis

Each atom is followed by the atoms it is bonded to, with distances in Å.
Geometry (Å):
1 C 1.47 -0.27 0.38  N2 1.458, H7 1.108, H8 1.094, H9 1.092
2 N 0.20 -0.59 -0.25  C1 1.458, C3 1.446, C4 1.394
3 C 0.32 -0.60 -1.69  N2 1.446, H10 1.091, H11 1.093, H12 1.110
4 C -0.88 0.18 0.19  N2 1.394, C5 1.344, H13 1.095
5 C -1.38 0.20 1.43  C4 1.344, O6 1.367, H14 1.089
6 O -1.93 1.40 1.78  C5 1.367, H15 0.975
7 H 1.89 0.71 0.07  C1 1.108
8 H 2.20 -1.05 0.12  C1 1.094
9 H 1.37 -0.25 1.47  C1 1.092
10 H 1.05 -1.35 -1.99  C3 1.091
11 H -0.65 -0.86 -2.14  C3 1.093
12 H 0.64 0.38 -2.11  C3 1.110
13 H -1.43 0.78 -0.54  C4 1.095
14 H -1.41 -0.60 2.17  C5 1.089
15 H -1.46 1.91 1.09  O6 0.975

Energy: -287.726567 a.u.
LUMO: 0.98 eV
Kohn-Sham gap: 0.315 Eh
SMILES: CN(C)/C=C/O

Here are the Mulliken charges for atoms 1 to 6, given in e: C -0.964; N -0.067; C -1.045; C -0.751; C 0.096; O -0.499

> Which formula does entry 2 have?

C4H9NO